Entry 1:
34
Properties=species:S:1:pos:R:3 method="wB97M-V/def2-TZVPD" homo_ev=-7.318 e_lumo_ev=-1.1
S -0.540 -0.193 -2.877
O -0.866 -1.685 -2.273
O -2.539 -2.791 2.510
O -1.229 -4.064 1.293
O -1.560 0.742 -2.371
O -0.689 -0.267 -4.326
N -0.940 1.878 1.489
N -2.244 2.250 1.055
N 0.757 0.209 1.700
N -1.310 -0.439 0.767
C -1.573 -2.897 1.740
C 1.766 0.033 0.627
C 2.099 1.344 -0.172
C 1.217 1.562 -1.463
C -0.556 0.655 1.307
C 0.427 -1.147 2.246
C 1.168 0.334 -2.447
C -0.682 -1.703 1.256
H 1.899 2.228 0.503
H 1.627 0.666 -3.418
H -0.350 2.589 1.927
H -1.161 -0.341 -0.241
H 2.718 -0.277 1.142
H -2.342 1.871 0.104
H 1.324 -1.785 2.417
H -1.796 -1.739 -1.971
H 1.798 -0.541 -2.123
H -0.163 -2.128 0.349
H 0.216 1.927 -1.124
H 1.530 -0.828 -0.068
H -2.860 1.651 1.629
H 3.196 1.415 -0.415
H -0.019 -0.948 3.255
H 1.677 2.421 -2.028

---

Entry 2:
26
Properties=species:S:1:pos:R:3 method="wB97M-V/def2-TZVPD" charge=+1 e_above_lowest_ev=2.850 homo_ev=-13.056 e_lumo_ev=-3.2 smiles=CC1(C)OCc2ccnn2[C@@H]1[NH3+]
O -0.872 -1.053 1.009
N 1.121 0.352 -0.119
N -0.034 2.079 0.752
N 2.236 0.941 -0.548
C -2.619 0.329 0.189
C -0.044 0.999 -0.304
C -1.343 -0.291 -0.115
C 2.821 -0.948 0.470
C 1.454 -0.823 0.481
C 3.251 0.287 -0.079
C 0.409 -1.763 0.863
C -1.360 -0.888 -1.561
H -0.202 1.461 -1.282
H -2.850 1.149 -0.463
H -0.876 2.662 0.560
H -0.434 -0.954 -1.964
H 0.574 -2.168 1.869
H 3.388 -1.787 0.817
H -3.544 -0.253 0.223
H 0.461 -2.548 0.036
H -2.791 0.698 1.136
H 4.193 0.517 -0.556
H -1.825 -0.097 -2.224
H 0.841 2.522 0.589
H -1.903 -1.891 -1.318
H -0.051 1.468 1.537

---

Entry 3:
109
Properties=species:S:1:pos:R:3 method="wB97M-V/def2-TZVPD" charge=+4 e_above_lowest_ev=0.000 homo_ev="-18.133 / -18.133" e_lumo_ev="-12.8 / -12.8"
Ti -0.365 0.182 0.482
P 1.658 0.020 -1.141
P -1.142 -1.980 -1.208
O 0.774 -0.655 1.927
N 2.582 -0.014 3.298
N -2.169 1.026 -0.487
N -0.820 1.791 1.789
N -1.982 -0.576 1.802
N -0.891 2.147 4.001
N -4.367 1.342 -0.388
N 1.858 -2.212 3.362
C -2.051 -3.354 -0.465
C -2.108 -0.891 -5.066
C -0.299 5.729 3.104
C 2.350 3.671 -3.932
C -2.898 -3.154 -4.802
C 1.719 -0.943 2.811
C -1.772 2.469 -2.536
C 2.057 -2.427 4.814
C 1.832 1.503 -2.224
C 2.133 1.288 -3.581
C 3.428 -0.197 -0.570
C 1.223 -3.318 2.709
C 4.408 0.831 -0.619
C 3.908 -1.498 -0.258
C 1.425 -1.534 -2.218
C -3.447 -3.539 -0.586
C -0.247 5.546 1.725
C -2.040 -5.228 1.103
C -3.752 3.616 -3.327
C -3.387 -0.299 1.323
C 2.383 1.393 3.046
C -2.426 -3.167 -3.499
C -0.495 3.383 3.435
C -4.070 -4.662 -0.007
C -1.692 -0.860 -3.750
C -1.083 1.271 3.001
C 0.541 -2.641 -1.623
C 2.030 3.888 -2.597
C -3.926 2.111 -1.507
C -0.502 3.174 2.019
C -1.383 -4.237 0.392
C -1.775 -0.053 3.183
C -0.428 4.662 3.994
C 5.757 0.580 -0.466
C -2.426 3.279 -3.485
C 2.381 2.369 -4.432
C 3.852 -0.296 3.998
C -3.334 0.687 0.123
C -1.836 -2.001 -2.910
C 1.787 2.822 -1.750
C -0.332 4.265 1.167
C -2.689 -2.045 -5.603
C 5.280 -1.727 -0.104
C 6.193 -0.729 -0.294
C -4.575 2.975 -2.347
C -3.394 -5.443 0.921
C -2.513 1.899 -1.542
H -0.199 6.732 3.486
H 5.571 -2.756 0.084
H -5.342 1.302 -0.044
H 7.230 -0.906 -0.230
H -1.885 3.720 -4.291
H 1.968 4.919 -2.214
H 2.395 1.936 4.009
H -0.156 6.394 1.073
H 1.660 2.990 -0.675
H 1.022 -3.033 1.691
H -4.043 -2.883 -1.206
H -0.446 4.173 0.073
H -1.837 -1.601 1.875
H 2.891 -3.174 4.992
H -1.425 -5.828 1.776
H 6.447 1.410 -0.522
H 4.073 1.842 -0.778
H 2.206 0.266 -3.981
H -4.221 4.290 -3.998
H -3.975 0.170 2.135
H 4.672 0.402 3.644
H 0.442 -3.453 -2.387
H -2.751 0.025 3.744
H 0.346 -3.722 3.203
H -5.648 3.228 -2.236
H -5.138 -4.822 -0.197
H -1.092 1.954 4.957
H -0.451 4.843 5.090
H -0.262 -4.184 0.427
H 1.945 -4.151 2.629
H -2.464 -4.099 -2.914
H 1.445 1.624 2.513
H -2.109 -0.003 -5.699
H 2.541 4.508 -4.566
H -1.179 0.020 -3.363
H -0.691 2.263 -2.674
H 2.442 -1.926 -2.407
H -1.090 -0.792 3.690
H 1.161 -2.848 5.303
H -3.939 -1.240 1.058
H -2.981 -1.983 -6.653
H 2.345 -1.503 5.313
H 3.178 1.858 2.452
H 2.490 2.214 -5.466
H 1.033 -3.097 -0.747
H 3.247 -2.366 -0.197
H 1.017 -1.212 -3.192
H -3.920 -6.243 1.430
H -3.393 -4.039 -5.172
H 3.789 -0.112 5.103
H 4.136 -1.342 3.856

---

| no. | E_tot (a.u.) |
| --- | --- |
| 1 | -1307.6847 |
| 2 | -552.3952 |
| 3 | -3811.0432 |